one.
The following is a DFT calculation (ωB97M-V/def2-TZVPD) of HN2O3P in the gas phase.

```
7
Properties=species:S:1:pos:R:3
P 0.207 0.426 0.173
O 0.586 3.078 0.160
O -0.097 -2.278 0.139
O -2.023 -1.517 -0.438
N -0.890 -1.416 -0.141
N 0.791 1.892 0.149
H 1.426 -0.184 -0.043
```

- Spin multiplicity: 3
- Kohn-Sham gap (alpha / beta): 7.57 / 6.79 eV
- HOMO level (alpha / beta): -8.499 / -9.767 eV

two.
The following is a DFT calculation (ωB97M-V/def2-TZVPD) of HN2O3P in the gas phase.

```
7
Properties=species:S:1:pos:R:3
P 0.213 -0.502 -0.840
O 3.031 -0.303 -0.569
O 1.970 0.829 0.956
O 0.525 -2.823 0.245
N 0.223 -1.663 0.424
N 2.100 0.116 0.025
H -0.445 0.397 0.002
```

- Spin multiplicity: 3
- Kohn-Sham gap (alpha / beta): 8.31 / 8.36 eV
- HOMO level (alpha / beta): -9.029 / -10.014 eV

Relative to the most stable one, in kJ/mol, the structures come out at one 95.9; two 0.0.

one.
The following is a DFT calculation (ωB97M-V/def2-TZVPD) of 2 unconnected molecules or ions with the total composition C5H13N2O.

```
21
Properties=species:S:1:pos:R:3
O 1.108 -0.421 -0.481
N -1.501 -1.013 -1.626
N -0.994 -0.187 1.258
C -2.174 0.045 -0.909
C -0.036 0.278 2.243
C 2.266 -0.550 -0.891
C -1.369 0.718 0.186
C 3.322 0.203 -0.350
H 4.315 0.139 -0.761
H 3.137 0.907 0.441
H -1.998 1.488 0.626
H -0.505 -0.912 -1.687
H -0.648 -1.053 0.839
H -2.517 0.849 -1.568
H -0.441 1.208 -0.186
H 0.825 0.738 1.751
H 2.502 -1.286 -1.671
H -3.097 -0.344 -0.459
H 0.275 -0.576 2.846
H -1.965 -1.246 -2.490
H -0.504 1.014 2.889
```

- Kohn-Sham gap: 3.83 eV
- Total charge: +1
- HOMO level: -12.653 eV

two.
The following is a DFT calculation (ωB97M-V/def2-TZVPD) of a gas-phase ion, C5H13N2O (charge +1).

```
21
Properties=species:S:1:pos:R:3
O 2.338 0.468 -0.573
N -0.585 0.619 -0.485
N 1.149 -1.291 1.523
C 0.226 0.238 -1.582
C -0.404 -1.164 1.525
C -1.165 -0.418 0.282
C -1.091 2.040 -0.356
C 1.738 0.178 -1.528
H -2.029 0.077 0.868
H -0.706 -0.555 2.353
H -1.503 -1.270 -0.270
H 1.638 -0.368 1.587
H -0.773 -2.162 1.541
H 1.484 -1.834 0.640
H 1.422 -1.870 2.288
H -0.221 -0.678 -2.013
H 0.055 1.001 -2.377
H -1.555 2.114 0.649
H -1.803 2.173 -1.139
H -0.400 2.917 -0.443
H 2.184 -0.214 -2.489
```

- SMILES: CN(CC=O)CC[NH3+]
- Kohn-Sham gap: 8.71 eV
- Total charge: +1
- HOMO level: -12.238 eV

Relative to the most stable one, in kJ/mol, the structures come out at one 351.8; two 0.0.